{"formula": "C44H120N16O16", "method": "ωB97M-V/def2-TZVPD", "species": ["C", "O", "C", "C", "C", "N", "H", "H", "H", "H", "H", "H", "H", "H", "H", "H", "H", "C", "O", "C", "C", "C", "N", "H", "H", "H", "H", "H", "H", "H", "H", "H", "H", "H", "C", "O", "C", "C", "C", "N", "H", "H", "H", "H", "H", "H", "H", "H", "H", "H", "H", "C", "O", "C", "C", "C", "N", "H", "H", "H", "H", "H", "H", "H", "H", "H", "H", "H", "C", "O", "C", "C", "N", "C", "C", "O", "C", "H", "H", "H", "H", "H", "H", "H", "H", "H", "H", "H", "H", "H", "H", "H", "C", "O", "C", "C", "N", "C", "C", "O", "C", "H", "H", "H", "H", "H", "H", "H", "H", "H", "H", "H", "H", "H", "H", "H", "C", "O", "C", "C", "N", "C", "C", "O", "C", "H", "H", "H", "H", "H", "H", "H", "H", "H", "H", "H", "H", "H", "H", "H", "C", "O", "C", "C", "N", "C", "C", "O", "C", "H", "H", "H", "H", "H", "H", "H", "H", "H", "H", "H", "H", "H", "H", "H", "N", "C", "N", "O", "H", "H", "H", "H", "N", "C", "N", "O", "H", "H", "H", "H", "N", "C", "N", "O", "H", "H", "H", "H", "N", "C", "N", "O", "H", "H", "H", "H"], "coordinates": [[6.9704, 2.2495, -2.8046], [5.6450, 2.7535, -2.6770], [5.0352, 3.4029, -3.7824], [3.7964, 4.0892, -3.2278], [4.1174, 5.1688, -2.1893], [2.8226, 3.1889, -2.6189], [7.7391, 2.8913, -3.2350], [6.9441, 1.5563, -3.6453], [7.2914, 1.7364, -1.8980], [5.6486, 4.2188, -4.1648], [4.7530, 2.6335, -4.5010], [3.2669, 4.4908, -4.0918], [3.2833, 5.8554, -2.0447], [4.8320, 5.9528, -2.4397], [4.3809, 4.8006, -1.1978], [3.3980, 2.7621, -1.9069], [2.6011, 2.4987, -3.3221], [-5.9236, 2.9743, -2.9698], [-6.2793, 1.6279, -2.9937], [-5.4608, 0.7796, -2.2449], [-5.9499, -0.6707, -2.1802], [-7.0742, -0.8736, -1.1948], [-4.9051, -1.5842, -1.7042], [-4.8856, 3.2115, -3.2029], [-6.1834, 3.3721, -1.9888], [-6.4730, 3.5152, -3.7402], [-4.5089, 0.8411, -2.7724], [-5.2429, 1.2192, -1.2716], [-6.2993, -0.9750, -3.1668], [-7.3248, -1.9067, -0.9543], [-7.9982, -0.6039, -1.7063], [-6.8179, -0.4390, -0.2286], [-4.0587, -1.6029, -2.2548], [-4.5412, -1.3223, -0.7992], [1.5136, -9.7512, -9.8232], [2.8634, -9.6324, -9.4394], [3.3398, -8.3487, -9.0106], [2.7403, -7.8296, -7.6982], [3.5306, -6.6206, -7.0833], [2.7853, -8.9074, -6.7556], [1.4155, -10.4691, -10.6375], [1.0693, -8.8636, -10.2736], [0.8569, -10.0590, -9.0095], [4.4227, -8.4680, -9.0431], [3.1093, -7.7150, -9.8671], [1.6900, -7.5504, -7.7826], [4.5050, -7.0089, -6.7869], [3.2330, -6.0872, -6.1805], [3.7185, -5.8708, -7.8518], [3.7545, -9.0981, -6.5449], [2.4790, -9.6435, -7.3756], [3.1590, 9.0117, 2.5840], [3.6827, 7.9092, 3.3091], [3.0279, 6.6971, 3.0523], [3.9930, 5.5347, 3.2489], [3.2135, 4.1567, 3.1165], [4.3897, 5.5017, 4.6232], [3.7435, 9.8910, 2.8551], [2.1164, 9.1646, 2.8627], [3.2504, 8.8790, 1.5060], [2.1368, 6.6048, 3.6733], [2.7529, 6.5498, 2.0079], [4.9557, 5.6653, 2.7547], [3.8792, 3.3147, 3.3063], [2.8844, 4.2504, 2.0816], [2.4094, 4.0067, 3.8369], [4.6311, 6.4664, 4.7994], [3.5050, 5.3969, 5.0989], [-2.2548, -1.5319, 1.5131], [-1.8490, -0.4052, 0.8325], [-0.4241, -0.2654, 0.5729], [-0.0274, -0.4419, -0.8656], [-0.1207, -1.8107, -1.3063], [0.5779, -2.0928, -2.5908], [-0.0075, -1.2732, -3.7716], [0.4219, 0.0919, -3.8923], [-0.1581, 0.9225, -4.8886], [-3.2836, -1.4883, 1.8706], [-1.7538, -1.5566, 2.4809], [-2.1689, -2.4058, 0.8673], [0.2037, -0.9683, 1.1205], [-0.1255, 0.7303, 0.9010], [0.9916, -0.0613, -0.9347], [-0.7443, 0.1717, -1.4112], [0.2214, -2.4304, -0.5858], [0.5568, -3.1689, -2.7630], [1.6231, -1.7880, -2.5385], [-1.0937, -1.3261, -3.6973], [0.3081, -1.7747, -4.6865], [0.0836, 1.9611, -4.6627], [-1.2372, 0.8228, -5.0060], [0.3456, 0.6664, -5.8207], [-3.5438, 8.6592, -5.8548], [-2.4348, 8.4014, -5.0511], [-2.5361, 7.1839, -4.3295], [-1.1603, 6.6884, -3.7632], [-1.3670, 5.6255, -2.8135], [-1.6494, 6.2516, -1.5231], [-1.9746, 5.1122, -0.5416], [-2.1301, 5.6777, 0.7876], [-2.4757, 4.7706, 1.7490], [-3.4686, 9.5099, -6.5321], [-4.4089, 8.7159, -5.1941], [-3.6304, 7.9132, -6.6449], [-2.9774, 6.4103, -4.9579], [-3.2685, 7.2271, -3.5234], [-0.5290, 7.5072, -3.4182], [-0.6147, 6.3040, -4.6249], [-0.5505, 5.0438, -2.6912], [-2.5171, 6.9068, -1.5992], [-0.8411, 6.8824, -1.1532], [-1.1492, 4.4007, -0.5671], [-2.8814, 4.6208, -0.8941], [-2.6770, 5.3184, 2.6696], [-1.6093, 4.1182, 1.8575], [-3.3836, 4.2246, 1.4924], [-7.8970, 3.6609, 3.1038], [-7.1423, 3.2990, 4.2111], [-7.5901, 2.0420, 4.7747], [-6.5843, 1.5370, 5.8312], [-6.8506, 2.0928, 7.1951], [-6.2715, 3.4361, 7.3539], [-6.0556, 3.6747, 8.8867], [-5.5412, 5.0074, 9.1374], [-5.2020, 5.1881, 10.5485], [-8.9733, 3.6386, 3.2751], [-7.8166, 2.9269, 2.3021], [-7.5608, 4.6268, 2.7267], [-7.6317, 1.3663, 3.9205], [-8.6062, 2.1026, 5.1646], [-5.5300, 1.5103, 5.5559], [-6.8597, 0.4889, 5.9488], [-7.8340, 2.2739, 7.3373], [-6.8518, 4.1650, 6.7882], [-5.2676, 3.3884, 6.9318], [-5.3583, 2.9494, 9.3059], [-7.0034, 3.6551, 9.4247], [-5.9613, 5.2716, 11.3261], [-4.8872, 6.2250, 10.6658], [-4.4198, 4.4924, 10.8525], [6.5633, -4.1613, -0.8847], [6.5061, -3.5973, 0.3971], [5.9655, -2.2296, 0.3723], [6.3068, -1.5975, 1.7489], [7.7200, -1.4350, 2.0214], [7.9785, -0.9188, 3.3812], [9.5404, -1.0814, 3.7656], [9.7546, -0.4383, 4.9760], [10.9806, -0.8253, 5.6108], [5.5259, -4.4385, -1.0719], [7.0235, -5.1446, -0.7874], [6.9353, -3.5855, -1.7321], [4.8842, -2.3163, 0.4792], [6.2647, -1.6728, -0.5157], [5.8878, -2.2334, 2.5287], [5.6964, -0.6948, 1.7247], [8.0901, -2.3726, 1.9584], [7.4889, -1.3983, 4.2287], [7.6441, 0.1098, 3.5163], [10.2038, -0.4728, 3.1510], [9.8891, -2.1061, 3.6373], [11.3329, -0.2343, 6.4562], [11.7867, -0.6779, 4.8921], [11.0779, -1.8824, 5.8582], [1.7188, -6.2827, 3.0633], [1.3253, -6.6258, 1.8834], [0.0521, -6.4403, 1.6792], [2.0268, -7.1805, 1.0536], [1.0361, -5.8950, 3.6987], [2.7152, -6.3643, 3.2070], [-0.4799, -6.2602, 2.5186], [-0.4315, -6.7824, 0.8612], [0.7081, -8.0385, -3.3455], [-0.5004, -7.5515, -3.5144], [-0.8012, -7.7220, -4.7646], [-1.3002, -7.1499, -2.6789], [1.3665, -8.3865, -4.0278], [1.0415, -8.0104, -2.3926], [-1.7543, -7.7771, -5.0943], [0.0197, -7.9624, -5.3016], [-5.0596, -7.3838, 1.9328], [-5.3601, -6.0905, 1.6335], [-5.0862, -5.9599, 0.3361], [-5.8495, -5.2899, 2.3824], [-4.4839, -7.9175, 1.2973], [-5.2570, -7.7608, 2.8488], [-4.3631, -6.5274, -0.0825], [-5.0974, -4.9927, 0.0454], [-1.8637, -4.4127, 7.2786], [-2.4292, -4.8139, 6.1963], [-3.6132, -4.3608, 6.0926], [-1.9512, -5.4882, 5.3224], [-2.2196, -3.7170, 7.9184], [-0.8856, -4.6582, 7.3338], [-4.0456, -4.0324, 6.9443], [-4.1906, -4.7196, 5.3456]], "mulliken_charge": [-0.856, -0.211, -0.825, 0.339, -1.412, -0.467, 0.331, 0.311, 0.248, 0.375, 0.392, 0.454, 0.297, 0.422, 0.288, 0.256, 0.067, -0.757, -0.412, -0.419, 0.439, -1.485, -0.569, 0.318, 0.304, 0.265, 0.271, 0.294, 0.327, 0.404, 0.354, 0.298, 0.194, 0.173, -0.737, -0.434, -0.702, 0.461, -1.419, -0.574, 0.292, 0.320, 0.268, 0.308, 0.452, 0.232, 0.352, 0.335, 0.340, 0.292, 0.239, -0.732, -0.338, -0.442, 0.164, -1.242, -0.814, 0.264, 0.310, 0.273, 0.289, 0.288, 0.361, 0.400, 0.299, 0.325, 0.310, 0.289, -0.948, -0.157, -0.915, -0.286, -0.193, -0.807, -0.620, -0.149, -0.739, 0.246, 0.395, 0.304, 0.478, 0.348, 0.266, 0.187, 0.228, 0.542, 0.313, 0.266, 0.442, 0.175, 0.276, 0.334, -0.746, -0.356, -0.388, -0.656, -0.143, -0.748, -0.275, -0.346, -0.664, 0.282, 0.293, 0.300, 0.327, 0.289, 0.342, 0.401, 0.153, 0.299, 0.313, 0.265, 0.249, 0.251, 0.264, 0.292, -0.765, -0.238, -0.529, -0.726, -0.381, -0.521, -0.414, -0.315, -0.756, 0.330, 0.271, 0.243, 0.472, 0.337, 0.359, 0.317, 0.268, 0.322, 0.235, 0.324, 0.279, 0.306, 0.277, 0.304, -0.772, -0.325, -0.487, -0.700, -0.311, -0.600, -0.540, -0.318, -0.789, 0.302, 0.272, 0.296, 0.300, 0.421, 0.381, 0.381, 0.243, 0.285, 0.342, 0.354, 0.354, 0.289, 0.313, 0.311, -0.377, 0.700, -0.303, -0.699, 0.162, 0.223, 0.132, 0.167, -0.327, 0.668, -0.322, -0.693, 0.121, 0.185, 0.191, 0.149, -0.385, 0.630, -0.425, -0.631, 0.154, 0.206, 0.226, 0.229, -0.410, 0.650, -0.396, -0.677, 0.183, 0.233, 0.187, 0.224], "total_energy_ha": -3827.9960, "e_above_lowest_ev": 5.952, "smiles": "COC[C@H](C)N.COC[C@H](C)N.COC[C@H](C)N.COC[C@H](C)N.COCCNCCOC.COCCNCCOC.COCCNCCOC.COCCNCCOC.NC(N)=O.NC(N)=O.NC(N)=O.NC(N)=O", "total_charge": 0, "molar_mass_g_mol": 1129.54}